# 1
12
Properties=species:S:1:pos:R:3:forces:R:3:mulliken_charge:R:1 method="wB97M-V/def2-TZVPD" e_tot_ha=-269.04001 lumo_energy_ev=4.508 total_charge=-1 mol_weight_g_mol=75.1 e_homo_ev=-3.827 gap_ha=0.306
C -1.423541 -0.221515 -2.589822 0.173 0.152 -0.241 -0.90
H -0.686731 0.352255 -2.035350 -0.164 0.115 0.154 0.18
H -1.511943 -1.168922 -2.068855 -0.003 -0.122 -0.088 0.21
H -1.070555 -0.346211 -3.617432 -0.070 -0.212 0.031 0.27
H -2.386880 0.287243 -2.614265 0.027 0.068 0.110 0.23
O 0.554642 -0.987702 0.037379 0.124 -0.069 0.037 -0.72
C 0.360200 0.062048 0.690624 -0.128 -0.093 0.123 0.61
O -0.536854 0.918175 0.522389 -0.048 0.119 -0.017 -0.72
C 1.336395 0.327562 1.866332 0.093 0.004 -0.164 -0.89
H 1.253072 1.362740 2.189844 0.043 0.067 0.076 0.27
H 1.116917 -0.327607 2.713162 -0.093 -0.045 -0.065 0.21
H 2.355495 0.109306 1.542390 0.047 0.014 0.044 0.25

# 2
12
Properties=species:S:1:pos:R:3:forces:R:3:mulliken_charge:R:1 method="wB97M-V/def2-TZVPD" e_tot_ha=-268.92296 lumo_energy_ev=3.939 total_charge=-1 mol_weight_g_mol=75.1 e_homo_ev=-2.240 gap_ha=0.227 smiles=[O-]CCCO
O 1.329952 -1.120964 -1.959659 2.201 -1.516 -1.402 -0.81
C 0.479022 -0.311113 -1.497889 -1.994 0.603 2.454 -0.45
C 0.507069 -0.101971 0.106199 2.790 -0.337 0.065 -0.31
C -0.801877 0.306892 0.638956 -0.068 -0.177 1.910 -0.51
O -0.677871 0.881514 1.996214 -0.386 -0.084 -0.562 -0.51
H 0.480284 0.760833 -1.881270 -0.115 -0.077 0.042 0.14
H -0.579528 -0.661870 -1.523264 -0.861 -0.013 -0.964 0.14
H 1.447635 0.638158 0.183113 -2.219 -1.443 0.810 0.17
H 0.616557 -1.063791 0.700953 1.243 0.600 -1.173 0.28
H -1.486522 -0.602386 0.783994 0.667 1.362 -0.882 0.19
H -1.141723 1.059180 -0.025396 -1.306 0.891 -0.245 0.37
H -0.172999 0.215518 2.478049 0.048 0.190 -0.053 0.30

# 3
13
Properties=species:S:1:pos:R:3:forces:R:3:mulliken_charge:R:1 method="wB97M-V/def2-TZVPD" e_tot_ha=-610.19386 lumo_energy_ev="-1.366 / -1.118" mol_weight_g_mol=106.1 e_homo_ev="-7.327 / -7.455" gap_ha="0.219 / 0.233"
C -0.998261 1.104153 0.055087 -2.331 -0.733 0.597 -0.54
C 0.557137 -0.425895 -1.094991 0.013 1.396 2.279 0.24
C 0.219821 -1.717087 -0.400682 -2.415 -1.175 -1.422 -0.95
O -0.011736 0.731202 -0.908378 0.941 -1.898 -0.618 -0.20
O 0.743732 0.551712 2.162045 1.288 -2.125 0.636 -0.54
P 0.061985 1.780916 1.735310 -1.555 1.363 -1.744 0.18
H -1.597301 1.959984 -0.421291 0.959 -1.369 0.686 0.30
H -1.725151 0.176780 0.389532 1.990 2.310 -0.953 0.25
H 1.593915 -0.366361 -1.491998 -1.061 0.262 -0.410 0.36
H 0.318130 -2.575896 -1.175200 0.911 1.257 1.519 0.33
H -0.893933 -1.895966 -0.188280 1.430 0.999 0.079 0.31
H 0.771818 -1.760635 0.559914 -0.085 -0.363 -0.732 0.28
H 0.959844 2.437094 0.778933 -0.086 0.076 0.081 -0.03

# 4
14
Properties=species:S:1:pos:R:3:forces:R:3:mulliken_charge:R:1 method="wB97M-V/def2-TZVPD" e_tot_ha=-1008.43270 lumo_energy_ev="-1.423 / -0.498" mol_weight_g_mol=138.1 e_homo_ev="-8.546 / -8.243" gap_ha="0.262 / 0.285"
C 0.535070 1.024555 -0.595113 -1.744 2.210 -1.946 0.60
C 1.944011 0.653776 -0.708183 0.899 3.425 0.377 -0.96
C -2.102562 -1.518054 -0.584143 2.757 -1.287 1.871 -0.90
O -0.099320 1.734484 -1.362204 0.786 -1.216 1.176 -0.50
O 0.588706 -0.470760 1.809805 0.769 -1.409 -6.211 -0.46
P -0.455473 0.328122 0.839727 -0.672 -0.465 0.235 0.46
S -1.166913 1.802280 1.841573 -0.587 0.246 0.056 -0.38
H 1.795800 -0.331735 -0.571216 0.971 -3.917 0.687 0.32
H 2.461683 0.893323 -1.645199 -0.497 0.083 0.241 0.30
H 2.437526 1.160890 0.165652 -0.097 -0.910 -0.679 0.27
H -1.986390 -2.256373 0.322331 -0.517 1.564 -2.112 0.32
H -2.988460 -0.944602 -0.712232 -0.486 0.328 0.077 0.34
H -1.462285 -1.732695 -1.481987 -0.781 0.297 1.097 0.30
H 0.498607 -0.343213 2.681190 -0.801 1.052 5.131 0.28

# 5
13
Properties=species:S:1:pos:R:3:forces:R:3:mulliken_charge:R:1 method="wB97M-V/def2-TZVPD" e_tot_ha=-876.63119 lumo_energy_ev="-10.990 / -10.090" multiplicity=5 total_charge=+2 mol_weight_g_mol=220.1 e_homo_ev="-18.878 / -18.955" gap_ha="0.290 / 0.326"
O 1.271213 0.672440 -0.575172 -3.171 4.109 -2.009 -0.60
C 1.061863 -0.467412 0.153593 1.204 -0.868 2.839 -0.24
C -0.365239 -0.838372 0.534169 -0.187 -0.309 0.775 -0.49
O -1.265124 -0.142545 -0.341473 0.803 1.653 -0.604 -0.44
C -2.636672 -0.499620 -0.197940 -1.364 -0.408 -0.114 -0.65
Pm -0.301489 1.919621 -1.017261 1.776 -2.051 0.373 2.11
H 1.380894 -1.264318 -0.548641 0.981 -0.043 1.448 0.33
H -0.584867 -0.548835 1.574481 -0.162 -0.074 -0.343 0.36
H -0.533644 -1.921090 0.435587 0.110 0.332 0.010 0.42
H -2.799378 -1.022438 0.754598 0.049 0.232 -0.306 0.34
H -3.222997 0.424736 -0.212411 -0.114 -0.201 0.048 0.30
H -2.929679 -1.137808 -1.041643 0.065 0.113 0.318 0.28
H 1.520610 -0.095725 1.217852 0.012 -2.486 -2.436 0.28

# 6
13
Properties=species:S:1:pos:R:3:forces:R:3:mulliken_charge:R:1 method="wB97M-V/def2-TZVPD" e_tot_ha=-667.21680 lumo_energy_ev=3.166 total_charge=-1 mol_weight_g_mol=107.2 e_homo_ev=-4.172 gap_ha=0.270
C 0.814844 0.218177 0.620874 0.646 -1.736 1.023 -1.38
C -0.074945 -1.047019 0.800180 -0.385 1.981 -0.514 -0.18
S -0.873658 -1.021383 2.430957 -0.219 -0.778 0.166 -0.29
H 1.606551 0.020486 1.370818 0.052 0.788 -0.305 0.46
H 0.311319 1.158260 0.819793 -0.204 -0.043 0.026 0.35
H 1.242033 0.217108 -0.374635 -0.075 0.020 -0.136 0.32
H -0.886807 -0.914342 0.095020 0.125 -0.714 -0.389 0.31
H 0.523506 -1.936946 0.646357 -0.198 -0.147 -0.041 0.32
H -0.272825 0.067142 2.851452 0.310 0.567 0.391 0.08
O -1.569958 1.310683 -2.916847 -0.440 0.425 -0.310 -0.64
C -0.611296 0.807508 -2.327277 0.310 -0.843 0.249 0.14
O -0.368257 -0.407163 -2.092437 0.046 0.405 -0.122 -0.65
H 0.159493 1.527489 -1.924255 0.030 0.075 -0.037 0.16

# 7
13
Properties=species:S:1:pos:R:3:forces:R:3:mulliken_charge:R:1 method="wB97M-V/def2-TZVPD" e_tot_ha=-667.18842 lumo_energy_ev=3.737 total_charge=-1 mol_weight_g_mol=107.2 e_homo_ev=-2.638 gap_ha=0.234
O -1.824356 1.860847 1.153264 0.135 0.139 0.337 -0.53
C -1.075119 1.649652 0.225699 -0.775 -0.638 0.322 -0.15
C -0.165475 0.446964 0.121175 -0.186 0.698 -0.683 -0.12
C -0.040116 0.030351 -1.361081 0.770 -0.622 0.756 -0.76
S 0.753462 -1.604583 -1.615429 -0.306 0.270 0.100 -0.63
H -1.213916 2.292322 -0.654147 0.547 0.196 -0.405 0.40
H 0.806471 0.723837 0.531625 0.149 -0.220 0.122 0.29
H -0.638766 -0.336881 0.713979 0.130 -0.020 0.070 0.09
H -1.067383 0.045888 -1.723771 0.046 0.117 -0.625 0.26
H 0.639448 0.729170 -1.855958 -0.639 0.394 -0.163 0.21
H 2.017823 -1.763578 1.409712 0.039 -0.307 -0.296 0.30
H 0.536505 -1.731159 1.448341 0.082 -0.523 -0.291 0.31
O 1.271421 -2.342832 1.606591 0.010 0.516 0.755 -0.66

# 8
13
Properties=species:S:1:pos:R:3:forces:R:3:mulliken_charge:R:1 method="wB97M-V/def2-TZVPD" e_tot_ha=-667.22221 lumo_energy_ev=3.523 total_charge=-1 mol_weight_g_mol=107.2 e_homo_ev=-4.214 gap_ha=0.284
C 1.457595 -0.978816 -0.149128 -0.169 -0.098 0.718 -0.50
S 1.564192 0.168815 1.243667 0.130 0.379 0.098 -0.15
C 0.479639 1.498664 0.640762 0.700 0.165 0.139 -0.75
H 1.322336 -1.966403 0.276979 -0.129 -0.219 -0.038 0.26
H 0.554590 -0.712580 -0.692765 -0.042 -0.176 -0.349 0.07
H 2.371105 -0.977027 -0.723654 0.182 0.191 -0.377 0.30
H 0.545049 1.509104 -0.438493 -0.205 -0.005 -0.211 0.26
H 0.861051 2.457619 1.005205 -0.040 -0.141 0.105 0.32
H -0.536391 1.344211 0.959515 -0.360 -0.159 -0.002 0.20
O -1.869999 -0.991880 0.619102 0.013 0.275 0.305 -0.64
C -2.141613 -0.555973 -0.512188 -0.081 -0.875 -0.501 -0.09
O -1.366869 -0.290787 -1.461340 -0.016 0.376 0.007 -0.68
H -3.240687 -0.504941 -0.767661 0.017 0.286 0.104 0.41

# 9
13
Properties=species:S:1:pos:R:3:forces:R:3:mulliken_charge:R:1 method="wB97M-V/def2-TZVPD" e_tot_ha=-667.07679 lumo_energy_ev="0.792 / -3.671" multiplicity=2 mol_weight_g_mol=107.2 e_homo_ev="-8.435 / -8.417" gap_ha="0.339 / 0.174"
C -0.158374 -1.126085 0.453201 1.000 -0.493 0.387 -0.71
S 1.334188 -0.981007 1.495552 0.011 0.669 -0.020 -0.09
C 1.811832 0.730714 0.996097 -0.579 -0.702 -0.010 -0.72
H 0.176135 -1.222348 -0.579996 -0.300 0.325 -0.118 0.24
H -0.822686 -0.298589 0.651503 -0.203 0.079 -0.195 0.20
H -0.629132 -2.070929 0.718590 -0.129 0.083 0.088 0.32
H 0.961267 1.390571 1.157555 -0.048 0.025 -0.060 0.23
H 2.638973 1.114447 1.583901 0.160 -0.289 0.048 0.31
H 2.060490 0.693163 -0.060728 0.135 0.246 -0.040 0.22
O -0.411562 0.878935 -1.823627 0.739 0.136 -0.321 -0.15
C -1.683003 1.112386 -1.778666 -1.270 0.022 0.418 0.24
O -2.476537 0.498325 -1.119273 -0.091 -0.320 0.184 -0.43
H -2.017259 1.968396 -2.387864 0.575 0.219 -0.362 0.34

# 10
13
Properties=species:S:1:pos:R:3:forces:R:3:mulliken_charge:R:1 method="wB97M-V/def2-TZVPD" e_tot_ha=-344.22313 lumo_energy_ev=4.110 total_charge=-1 mol_weight_g_mol=91.1 e_homo_ev=-4.316 gap_ha=0.310
O -0.268086 1.014836 -2.686000 -0.264 0.414 -0.477 -0.67
C 0.853191 0.517435 -2.819425 1.557 -0.524 -0.094 0.00
O 1.447743 -0.260270 -2.034398 -0.199 -0.177 0.411 -0.69
H 1.569910 0.744500 -3.667735 -0.906 0.481 -0.416 0.33
H 0.346299 0.595866 -0.792544 -0.016 -1.411 0.561 0.43
C -0.207644 0.336523 1.456375 0.243 0.313 -0.955 -0.26
O 0.089269 0.642038 0.157956 -0.426 1.890 0.267 -0.50
C -0.801954 -1.088370 1.592211 0.405 1.063 0.695 -0.89
H -0.899137 1.090938 1.860480 -0.467 -0.069 -0.215 0.19
H 0.695731 0.567799 2.062313 -0.118 -0.938 0.158 0.23
H -1.150519 -1.438479 0.627482 0.362 -0.051 -0.182 0.31
H -1.689095 -1.049080 2.232141 0.269 -0.278 0.319 0.27
H 0.014291 -1.673735 2.011144 -0.440 -0.713 -0.071 0.23